Entry 1:
# C44H48BrN3SbV

A structure of composition C44H48BrN3SbV (ωB97M-V/def2-TZVPD, the OMol25 dataset).

Strongest force on any atom: 0.82 eV/Å
Multiplicity: 4
Charge: +1
Energy: -5627.8277 Eh
HOMO (alpha / beta): -9.81 / -9.99 eV

Structure (XYZ):
```
98
C44H48BrN3SbV (ωB97M-V/def2-TZVPD)
Sb -0.731 2.168 -0.072
Br -3.005 -0.627 1.535
V -0.392 -0.707 0.425
N -0.209 -1.048 -1.599
N -1.026 -2.472 1.276
N 1.629 -1.160 0.438
C -0.100 3.732 1.212
C -0.387 -3.643 1.420
C -2.756 -2.540 -2.008
C -0.808 -1.175 -2.793
C 1.179 3.992 -4.187
C -0.095 4.407 -3.814
C -2.169 -4.497 2.747
C 2.066 -1.021 -0.798
C -0.685 3.901 -2.663
C 0.003 4.696 3.435
C -2.841 -3.294 2.604
C 2.010 0.181 3.104
C -0.360 3.659 2.585
C -0.933 -4.680 2.150
C -3.003 -0.096 -2.477
C -0.010 2.964 -1.876
C 0.498 -0.002 3.255
C -2.210 -2.327 1.854
C 3.052 -3.709 -0.164
C 0.643 5.818 2.920
C 4.258 -3.640 -1.109
C 3.273 -2.872 1.096
C 2.562 -1.701 1.408
C 4.408 -2.735 3.231
C -5.556 3.099 0.253
C 0.136 -1.091 -3.839
C 1.866 3.075 -3.403
C -3.409 2.613 1.222
C 0.545 4.861 0.708
C 2.757 -5.182 0.166
C -3.615 2.845 -1.157
C 2.421 1.400 2.276
C -2.682 -1.713 -4.347
C 1.380 -0.922 -3.250
C -4.976 3.094 -1.008
C 2.728 -1.080 2.658
C -2.810 2.605 -0.042
C 3.655 -1.613 3.544
C 1.273 2.559 -2.255
C 1.163 -0.911 -1.871
C -4.771 2.854 1.372
C 0.916 5.897 1.563
C -2.302 -1.383 -2.906
C 4.204 -3.355 2.016
H -2.382 -2.435 -0.991
H 3.135 -1.068 -0.992
H -0.208 4.626 4.496
H 4.767 -4.252 1.773
H 2.340 -0.848 -3.745
H -5.212 2.862 2.362
H -2.661 0.747 -3.084
H 2.862 2.756 -3.683
H 0.574 -3.719 0.929
H 1.941 2.311 2.633
H -3.848 -2.580 -1.962
H 2.170 1.280 1.220
H -1.658 4.273 -2.374
H -5.583 3.285 -1.885
H 1.636 4.387 -5.085
H 1.820 1.837 -1.659
H -3.751 -1.937 -4.399
H 2.181 -5.296 1.089
H -2.617 -5.295 3.327
H 2.192 -3.319 -0.705
H -0.837 2.784 3.013
H -2.137 -2.584 -4.718
H 0.768 4.946 -0.349
H -0.005 -0.098 2.292
H -3.199 2.824 -2.153
H -0.388 -5.609 2.241
H 0.928 6.630 3.579
H -2.486 -0.874 -5.019
H 4.402 -2.646 -1.539
H 5.176 -3.904 -0.577
H -0.078 -1.167 -4.896
H -0.626 5.134 -4.415
H -2.393 -3.496 -2.394
H 2.363 0.363 4.121
H 1.417 6.767 1.159
H 5.136 -3.121 3.934
H -4.090 -0.178 -2.583
H -2.814 2.447 2.115
H 0.022 0.851 3.737
H 3.797 -1.120 4.501
H -2.798 0.139 -1.430
H 3.684 -5.747 0.300
H 3.503 1.541 2.342
H 0.253 -0.908 3.809
H 4.137 -4.344 -1.937
H -3.811 -3.111 3.045
H -6.614 3.297 0.367
H 2.207 -5.657 -0.649
```

=====

Entry 2:
# C4H16N8O4Sn

A structure of composition C4H16N8O4Sn at a distorted geometry (ωB97M-V/def2-TZVPD, the OMol25 dataset).

Strongest force on any atom: 6.15 eV/Å
Charge: +2
Energy: -1114.6707 Eh
HOMO: -14.71 eV

Structure (XYZ):
```
33
C4H16N8O4Sn (ωB97M-V/def2-TZVPD)
Sn -2.921 -0.936 -0.627
O -3.380 3.403 -0.372
O 0.636 1.695 -1.032
O 0.728 -2.527 -2.406
O -1.514 -4.137 1.912
N -2.361 -4.406 3.849
N 2.727 1.865 -0.272
N 2.849 -2.412 -1.672
N 2.514 -3.050 -3.659
N -3.603 5.022 1.140
N -0.296 -4.866 3.631
N -2.377 5.349 -0.641
N 2.012 3.268 -1.773
C -1.353 -4.449 3.076
C 1.754 2.233 -0.990
C -3.101 4.530 0.033
C 1.942 -2.665 -2.559
H -3.328 5.874 1.606
H -2.032 6.247 -0.333
H 3.816 -2.582 -1.907
H 2.506 -2.137 -0.762
H 2.605 1.148 0.429
H -4.001 4.251 1.659
H -3.264 -4.162 3.467
H -1.946 4.913 -1.444
H 2.977 3.561 -1.830
H 0.573 -4.841 3.118
H 3.523 -3.069 -3.680
H 1.892 -3.113 -4.453
H -0.243 -5.023 4.628
H -2.248 -4.912 4.716
H 3.624 2.276 -0.488
H 1.291 3.651 -2.367
```

=====

Entry 3:
# C5H6O

An isolated molecule of C5H6O (ωB97M-V/def2-TZVPD, the OMol25 dataset).

Strongest force on any atom: 0.54 eV/Å
Charge: 0
Energy: -269.3340 Eh
SMILES: Cc1ccco1
HOMO: -8.50 eV

Structure (XYZ):
```
12
C5H6O (ωB97M-V/def2-TZVPD)
O -0.479 -0.967 0.722
C 0.351 0.052 0.338
C -0.315 0.884 -0.500
C -1.657 -0.804 0.039
C -1.613 0.328 -0.696
C 1.826 -0.082 0.551
H -2.451 -1.534 0.155
H 2.325 0.592 -0.153
H -2.398 0.748 -1.303
H 2.112 -1.103 0.282
H 2.213 0.128 1.554
H 0.086 1.759 -0.989
```

=====

Entry 4:
# C36H99N9O9

A cluster of 9 separate species, C36H99N9O9 in total at a distorted geometry (ωB97M-V/def2-TZVPD, the OMol25 dataset).

Strongest force on any atom: 3.14 eV/Å
Multiplicity: 2
Charge: -1
Energy: -2600.6739 Eh
HOMO (alpha / beta): 0.82 / -6.85 eV

Structure (XYZ):
```
153
C36H99N9O9 (ωB97M-V/def2-TZVPD)
O 6.238 0.636 -1.314
O -0.846 0.750 0.077
O -6.994 -0.861 0.766
O -1.335 -4.584 3.745
O 1.357 -3.718 -3.936
O -4.538 5.170 -1.151
O 0.278 5.670 -3.176
O 3.221 1.203 2.226
O -3.482 -0.581 3.902
N -3.596 0.475 1.196
N -4.283 7.737 -2.628
N 0.466 -3.553 1.395
N 2.161 3.647 -5.783
N 7.552 -0.551 1.009
N 2.903 -1.298 3.697
N 1.533 -1.072 0.234
N -0.082 -1.981 4.441
N 2.750 -6.107 -1.537
C -5.494 6.977 -2.428
C 0.084 -3.537 -4.544
C 3.881 -0.244 4.089
C -6.586 7.561 -3.406
C -7.957 -1.013 1.808
C 2.717 2.422 1.821
C 6.936 -2.678 0.223
C 3.410 1.184 3.668
C -0.953 -3.989 1.374
C -1.581 -5.591 4.711
C -3.740 0.455 4.822
C -5.199 5.465 -2.362
C -2.447 -1.468 4.240
C 1.895 3.216 -3.354
C -0.560 -0.163 3.077
C -0.821 2.151 -0.127
C 5.186 -0.593 3.446
C -1.208 -5.083 2.440
C 7.266 -1.268 -0.199
C -1.288 -4.419 -0.106
C 1.165 -0.366 -0.983
C -4.110 -1.804 0.537
C 1.212 5.483 -4.304
C 1.823 -1.148 -2.171
C 3.951 -4.322 -2.764
C 6.012 -0.713 -0.927
C -5.909 -0.206 1.370
C -3.987 3.900 -1.086
C 1.373 3.969 -4.577
C 2.638 -4.808 -2.183
C -1.029 -0.891 4.270
C -4.604 -0.377 0.551
C 5.085 1.354 -1.585
C 1.526 -4.929 -3.219
C -0.335 -0.053 -1.025
C -1.104 5.336 -3.353
H -6.091 7.640 -4.374
H 1.724 -5.739 -3.921
H 1.413 -2.156 -2.103
H -0.700 -5.292 -0.390
H -1.269 4.258 -3.361
H 5.102 -0.429 2.372
H 3.375 -5.947 -0.760
H 2.939 3.425 -3.116
H 3.018 4.177 -5.854
H 2.320 -4.177 -1.353
H 1.508 -0.351 0.941
H -0.805 -1.032 -0.926
H 2.912 -1.092 -2.163
H -0.391 -0.798 2.207
H 2.701 2.498 0.734
H -0.682 0.399 -1.954
H 0.020 -2.198 5.422
H 0.274 -2.898 -5.406
H -8.801 -1.474 1.295
H -3.516 0.142 2.146
H -3.414 3.744 -0.172
H -5.698 -0.357 2.428
H 4.832 -4.300 -2.124
H -6.107 4.866 -2.427
H 3.334 3.268 2.125
H 4.170 -4.907 -3.658
H -6.091 0.861 1.238
H -2.438 -2.119 3.366
H 0.598 -5.226 -2.729
H 0.448 -2.945 0.589
H 4.000 -0.214 5.172
H 0.812 5.994 -5.179
H -2.965 1.219 4.887
H 2.500 -1.361 0.197
H 7.311 0.379 0.697
H -4.829 -0.030 -0.457
H -2.117 -5.601 2.134
H 7.850 -3.199 0.507
H 3.833 -3.292 -3.102
H -5.756 7.313 -1.424
H -1.922 -5.161 5.653
H -1.636 2.384 -0.812
H 2.466 -1.069 2.816
H 8.120 -1.114 -0.860
H 1.896 -6.340 -1.050
H -3.215 -1.794 -0.084
H -4.743 -2.543 0.046
H -6.944 8.541 -3.092
H -8.235 -0.006 2.120
H 5.699 -1.314 -1.780
H -2.767 -2.028 5.118
H -2.342 -4.608 -0.307
H 1.307 3.535 -2.493
H -4.513 1.056 4.342
H 6.849 -0.833 1.677
H 4.371 0.893 -2.267
H 4.188 1.889 3.961
H -2.449 -6.196 4.452
H 1.453 -0.634 -3.058
H -4.639 5.178 -3.253
H -1.597 -3.128 1.556
H -2.685 0.259 0.817
H 1.793 2.136 -3.458
H 6.240 -2.804 1.053
H -1.099 -3.558 -0.747
H 2.236 5.772 -4.066
H 1.622 3.978 -6.570
H 1.686 0.587 -0.887
H 4.464 1.523 -0.706
H 2.524 1.408 4.261
H -1.699 5.779 -2.555
H 5.952 0.088 3.819
H -1.489 5.751 -4.284
H 0.077 2.681 -0.442
H -7.483 6.945 -3.339
H 0.387 3.531 -4.734
H -4.018 0.207 5.846
H 2.088 -1.319 4.293
H -3.440 7.496 -2.128
H 0.345 0.343 3.411
H 5.179 -0.722 -0.224
H -3.214 3.667 -1.818
H -4.405 8.736 -2.550
H 6.560 -3.306 -0.585
H -0.385 -4.449 -4.914
H -0.662 -6.155 4.869
H 0.507 -2.911 2.173
H 5.422 -1.656 3.476
H 5.415 2.230 -2.143
H -0.357 -5.762 2.383
H 1.733 2.633 2.239
H -1.355 0.562 2.900
H -0.529 -3.008 -3.815
H -3.815 -2.139 1.532
H -4.677 3.065 -0.963
H -1.147 2.472 0.862
H -0.939 -0.197 5.106
H -7.521 -1.570 2.637
H -0.526 -2.842 4.156
```